1.
The following is a DFT calculation (the ωB97M-V functional and the def2-TZVPD basis) of the molecule C15H19N3O2.

SMILES string = CC(=O)c1cc(C#N)c(N2C[C@@H](C)O[C@@H](C)C2)nc1C
E = -24428.4128 eV
ΔE to the lowest compared entry with this formula, charge and spin = 41.50 kcal per mole

Last column: natural (NBO) charge in e.
Geometry (Å):
C (-4.37841, -0.33409, -2.65567)  -0.72
C (-3.17565, 0.58063, -2.74675)  0.57
O (-3.17834, 1.52560, -3.50847)  -0.55
C (-2.03403, 0.26515, -1.86826)  -0.24
C (-1.99700, -0.90029, -1.10465)  -0.05
C (-0.93201, -1.18349, -0.25766)  -0.32
C (-0.94614, -2.44006, 0.37620)  0.27
N (-1.02325, -3.49803, 0.81874)  -0.32
C (0.11393, -0.22177, -0.16271)  0.48
N (1.17354, -0.33885, 0.65989)  -0.38
C (1.24212, -1.29699, 1.74033)  -0.24
C (2.09897, -0.76491, 2.91546)  0.10
C (3.54614, -1.26955, 2.87558)  -0.64
O (1.97311, 0.63099, 3.05091)  -0.52
C (2.29630, 1.43003, 1.91900)  0.09
C (3.64896, 2.12188, 2.08944)  -0.63
C (2.24570, 0.62665, 0.61400)  -0.26
N (0.09213, 0.85942, -0.94809)  -0.52
C (-0.90498, 1.11378, -1.76925)  0.34
C (-0.75476, 2.36024, -2.56896)  -0.65
H (-4.12126, -1.33143, -3.00692)  0.23
H (-4.73659, -0.40214, -1.63112)  0.23
H (-5.16715, 0.06703, -3.28731)  0.24
H (-2.78975, -1.63015, -1.16852)  0.23
H (0.22976, -1.48048, 2.10809)  0.22
H (1.65585, -2.25084, 1.38900)  0.21
H (1.65531, -1.14093, 3.84545)  0.20
H (3.55316, -2.34224, 3.05150)  0.22
H (4.03347, -1.07607, 1.92463)  0.20
H (4.11396, -0.78490, 3.66594)  0.22
H (1.50953, 2.19645, 1.89279)  0.19
H (3.81046, 2.81883, 1.27161)  0.21
H (3.66001, 2.66786, 3.02841)  0.22
H (4.45831, 1.39687, 2.10186)  0.20
H (2.06323, 1.29409, -0.22706)  0.27
H (3.18960, 0.09649, 0.45130)  0.19
H (0.17839, 2.84927, -2.30279)  0.22
H (-1.59314, 3.02971, -2.38778)  0.24
H (-0.76424, 2.12720, -3.63183)  0.24


2.
The following is a DFT calculation (the ωB97M-V functional and the def2-TZVPD basis) of a structure of composition C38H40N4O5PV.

Multiplicity = 3
Expectation value of S² = 2.037
E = -91231.5562 eV

Last column: natural (NBO) charge in e.
Geometry (Å):
V (0.27144, -0.03690, 0.88721)  1.44
O (2.41779, -4.00586, 1.55418)  -0.64
C (1.29114, -4.76166, 1.56322)  0.43
C (1.38272, -6.15285, 1.61913)  -0.31
C (0.24579, -6.93725, 1.64090)  -0.17
C (-1.01170, -6.34548, 1.61368)  -0.27
C (-1.10180, -4.96722, 1.57061)  -0.13
C (0.03041, -4.15053, 1.53754)  -0.22
C (-0.15949, -2.67843, 1.50055)  0.61
O (0.81695, -1.89538, 1.23560)  -0.70
N (-1.36071, -2.20983, 1.84156)  -0.42
N (-1.25598, -0.84270, 1.85130)  -0.31
C (-2.16892, -0.16198, 2.45790)  0.03
C (-1.83606, 1.23042, 2.71157)  0.16
C (-2.61599, 2.06550, 3.49570)  -0.24
C (-2.16434, 3.34551, 3.76144)  -0.15
C (-0.94681, 3.74684, 3.23767)  -0.26
C (-0.23001, 2.85562, 2.46160)  0.08
N (-0.66163, 1.62058, 2.18312)  -0.47
H (3.18265, -4.58992, 1.54196)  0.48
H (2.36482, -6.61345, 1.65300)  0.20
H (0.34227, -8.01607, 1.68869)  0.21
H (-1.90810, -6.95371, 1.62569)  0.22
H (-2.06867, -4.48020, 1.56034)  0.24
H (-3.04607, -0.65535, 2.85845)  0.21
H (-3.55448, 1.69392, 3.89231)  0.23
H (-2.75057, 4.02193, 4.37333)  0.22
H (-0.53996, 4.73038, 3.43452)  0.23
H (0.72923, 3.12920, 2.04477)  0.24
C (-2.69538, 2.67928, -0.01951)  -0.94
P (-1.15409, 1.93206, -0.68550)  0.93
C (-0.04376, 3.38042, -0.81177)  -0.37
C (1.20319, 3.16342, -1.40551)  -0.21
C (2.12590, 4.19395, -1.51528)  -0.20
C (1.82362, 5.45571, -1.01138)  -0.21
C (0.59299, 5.67905, -0.40697)  -0.23
C (-0.33731, 4.64631, -0.31147)  -0.15
C (-1.74263, 1.75669, -2.42841)  -0.33
C (-2.77998, 0.84588, -2.66474)  -0.20
C (-3.30896, 0.68508, -3.93731)  -0.21
C (-2.80504, 1.42350, -5.00217)  -0.22
C (-1.78153, 2.33191, -4.77858)  -0.21
C (-1.25717, 2.50302, -3.49769)  -0.16
H (-3.06138, 3.43612, -0.71200)  0.24
H (-2.54564, 3.12327, 0.96740)  0.24
H (-3.44496, 1.89095, 0.06982)  0.24
H (1.45595, 2.17140, -1.76801)  0.24
H (3.08660, 4.00929, -1.98224)  0.22
H (2.54744, 6.26002, -1.08655)  0.22
H (0.35071, 6.65983, -0.01070)  0.21
H (-1.29520, 4.83995, 0.16097)  0.21
H (-3.15591, 0.23723, -1.85111)  0.23
H (-4.10890, -0.02681, -4.09943)  0.22
H (-3.20902, 1.29167, -5.99943)  0.22
H (-1.38381, 2.91603, -5.60176)  0.21
H (-0.46098, 3.22191, -3.34684)  0.22
C (-0.35115, -3.54322, -3.69701)  -0.41
N (-0.97472, -2.91842, -2.53502)  -0.43
C (-1.46908, -3.82349, -1.50741)  -0.42
C (-0.77047, -1.61458, -2.23317)  0.76
C (-0.16839, -0.75248, -3.31410)  -0.72
O (-1.16802, -1.14076, -1.15905)  -0.70
H (-0.80058, -4.52499, -3.83644)  0.20
H (0.72517, -3.66400, -3.55095)  0.21
H (-0.52477, -2.96755, -4.60272)  0.21
H (-2.26895, -4.44618, -1.91437)  0.19
H (-1.84883, -3.24454, -0.67003)  0.24
H (-0.66568, -4.47459, -1.15094)  0.20
H (-0.90603, -0.59171, -4.10859)  0.23
H (0.72353, -1.20709, -3.73095)  0.24
H (0.09845, 0.20173, -2.88048)  0.24
C (3.79297, 1.67376, 3.82370)  -0.25
C (3.67302, 2.12252, 2.51215)  -0.21
C (2.69506, 1.58735, 1.67310)  -0.28
C (1.79390, 0.60045, 2.10998)  -0.36
C (1.95647, 0.16008, 3.43247)  -0.19
C (2.93319, 0.68124, 4.27794)  -0.23
H (4.55128, 2.08666, 4.48003)  0.21
H (4.34794, 2.88689, 2.13873)  0.20
H (2.64030, 1.94753, 0.65172)  0.21
H (1.30083, -0.61631, 3.81891)  0.19
H (3.02741, 0.30832, 5.29360)  0.20
C (3.64954, -1.05679, -0.15083)  -0.72
C (2.30890, -1.11591, -0.80660)  0.84
O (2.01676, -2.03124, -1.54508)  -0.64
O (1.46756, -0.09089, -0.54254)  -0.84
H (4.27685, -1.84827, -0.55488)  0.22
H (3.51745, -1.19487, 0.92317)  0.25
H (4.11146, -0.08091, -0.30569)  0.22


3.
The following is a DFT calculation (the ωB97M-V functional and the def2-TZVPD basis) of the molecule C3H4ClFO.

SMILES string = FC1(Cl)COC1
E = -20461.2088 eV
ΔE to the lowest compared entry with this formula, charge and spin = 34.77 kcal per mole

Last column: natural (NBO) charge in e.
Geometry (Å):
F (-1.36647, -0.02835, 1.38807)  -0.31
C (-0.24722, 0.00696, 0.73851)  0.32
Cl (0.91516, 0.28561, 2.04287)  -0.06
C (-0.04793, 1.01149, -0.55859)  -0.11
O (0.30938, -0.12260, -1.38583)  -0.54
C (0.16978, -1.12329, -0.28824)  -0.12
H (-0.96178, 1.70661, -0.98808)  0.20
H (0.84155, 1.67958, -0.36970)  0.19
H (1.08245, -1.66566, 0.01557)  0.21
H (-0.69492, -1.75035, -0.59459)  0.20


4.
The following is a DFT calculation (the ωB97M-V functional and the def2-TZVPD basis) of a cluster of 2 separate species, FH3OP2 in total.

E = -23390.7055 eV
ΔE to the lowest compared entry with this formula, charge and spin = 24.37 kcal per mole

Last column: natural (NBO) charge in e.
Geometry (Å):
O (0.64071, -1.50564, 0.34616)  -0.95
F (-3.98335, -1.11351, -0.09644)  -0.59
P (-2.32440, 1.09785, -1.04663)  -0.11
P (-3.28987, 0.19960, 0.54154)  0.71
H (0.37992, -0.59658, 0.37111)  0.48
H (-0.09150, -2.12794, 0.42847)  0.48
H (-1.94444, 2.09703, -0.04244)  -0.01